[1]
Below is a molecular structure, CHBrI2, with properties calculated with wB97M-V/def2-TZVPD.

- gap between HOMO and LUMO (eV) = 8.5713

Last column: Mulliken charge in e.
Cartesian coordinates (Å):
H (-0.155, -0.154, 0.041)  0.362
I (2.438, 1.240, 0.215)  0.134
C (0.254, 0.997, 0.578)  -0.673
Br (-0.042, 0.929, 2.451)  0.003
I (-0.785, 2.680, -0.255)  0.173



[2]
Below is 2 unconnected molecules or ions with the total composition CHBrNO2, with properties calculated with wB97M-V/def2-TZVPD.

- gap between HOMO and LUMO (alpha / beta) (eV) = 7.7357 / 7.7349
- charge = -1

Last column: Mulliken charge in e.
Cartesian coordinates (Å):
N (-0.567, -0.741, -0.235)  0.304
O (-1.023, -1.105, -1.341)  -0.544
O (-0.666, -1.489, 0.754)  -0.512
C (0.162, 1.374, 0.184)  -0.126
H (0.133, 0.833, 1.144)  0.081
Br (1.961, 1.128, -0.506)  -0.203



[3]
Below is a molecular structure, CHCeLiO2, with properties calculated with wB97M-V/def2-TZVPD.

- gap between HOMO and LUMO (alpha / beta) (eV) = 6.5282 / 10.6837
- spin multiplicity = 3
- charge = +2

Last column: Löwdin spin population.
Cartesian coordinates (Å):
C (-3.025, -1.198, -0.594)  0.000
Ce (2.631, 0.488, 0.668)  2.009
H (0.129, 1.978, 0.657)  0.000
O (-3.858, -1.824, -1.014)  0.000
O (0.276, 1.038, 0.520)  -0.009
Li (-1.223, 0.057, 0.309)  0.000



[4]
Below is CHCl2F in the gas phase, with properties calculated with wB97M-V/def2-TZVPD.

- gap between HOMO and LUMO (eV) = 12.3752
- SMILES = FC(Cl)Cl

Last column: Mulliken charge in e.
Cartesian coordinates (Å):
Cl (-1.462, -0.789, -0.377)  -0.126
F (0.010, 1.284, -0.506)  -0.187
C (0.007, 0.083, 0.087)  0.207
Cl (1.458, -0.796, -0.377)  -0.119
H (-0.014, 0.217, 1.173)  0.224



[5]
Below is 2 unconnected molecules or ions with the total composition CHCl2O4S, with properties calculated with wB97M-V/def2-TZVPD.

- gap between HOMO and LUMO (eV) = 8.2434
- charge = -1

Last column: Mulliken charge in e.
Cartesian coordinates (Å):
C (-0.919, 0.713, -0.257)  0.137
S (1.735, 0.327, -0.457)  1.179
O (1.354, -0.988, -0.046)  -0.653
O (0.637, 0.760, -1.464)  -0.461
Cl (-2.209, -0.065, -0.995)  -0.133
Cl (-1.058, 2.376, 0.127)  -0.083
O (1.685, 1.378, 0.581)  -0.643
H (-0.307, 0.035, 0.471)  0.336
O (2.824, 0.441, -1.473)  -0.679



[6]
Below is 2 unconnected molecules or ions with the total composition CHCl2O4S, with properties calculated with wB97M-V/def2-TZVPD.

- gap between HOMO and LUMO (eV) = 8.3504
- charge = -1

Last column: Mulliken charge in e.
Cartesian coordinates (Å):
S (0.361, -0.623, -0.100)  1.201
O (0.834, -2.164, 0.195)  -0.531
C (-1.148, 1.972, -0.100)  -0.070
Cl (-1.069, 2.031, 1.551)  0.000
H (-0.021, -2.512, -0.205)  0.339
O (1.020, -0.302, -1.369)  -0.614
O (0.770, 0.190, 1.020)  -0.599
Cl (0.340, 2.309, -0.844)  -0.029
O (-1.087, -0.902, -0.148)  -0.698